Record 1
{"formula": "C6H21NO5", "method": "ωB97M-V with the def2-TZVPD basis set", "species": ["C", "C", "C", "C", "C", "C", "N", "H", "H", "H", "H", "H", "H", "H", "H", "H", "H", "H", "H", "H", "O", "H", "H", "O", "H", "H", "O", "H", "H", "O", "H", "H", "O"], "xyz": [[-2.5728, -1.4697, 1.0352], [-1.4152, -1.3001, 2.0445], [-0.0991, -1.6601, 1.4056], [0.9047, -0.7756, 1.3537], [2.1782, -1.1868, 0.7212], [2.2936, -1.6498, -0.5131], [-2.2880, -1.1007, -0.3637], [-3.4395, -0.9134, 1.3976], [-2.8910, -2.5166, 1.0060], [-1.5935, -1.8405, 2.9764], [-1.4062, -0.2471, 2.3455], [0.0254, -2.6427, 0.9691], [0.8113, 0.1995, 1.8100], [2.9984, -1.1539, 1.4351], [1.5448, -1.6701, -1.2930], [3.2698, -1.9885, -0.8500], [-1.3845, -0.6602, -0.5018], [-2.2372, -1.9671, -0.8818], [-0.7822, 3.2307, 0.4454], [0.5260, 2.9884, 1.3690], [0.1353, 2.9732, 0.4972], [0.0253, -0.8939, -3.7831], [0.2083, 0.4154, -4.2289], [-0.5561, -0.1602, -4.0497], [1.7538, 1.4165, -1.6812], [2.5064, 1.2785, -3.0380], [1.6762, 1.1005, -2.5844], [1.9628, 2.1928, 0.4120], [3.0083, 2.3902, 1.5371], [2.7395, 1.7988, 0.8279], [-2.1976, 1.2745, -0.0845], [-3.0018, 2.6197, -0.1554], [-2.7034, 1.9183, 0.4201]], "mulliken_charge": [-0.662, -0.541, -0.383, -0.094, -0.265, -0.804, -0.608, 0.291, 0.383, 0.378, 0.271, 0.408, 0.347, 0.322, 0.210, 0.285, 0.203, 0.284, 0.278, 0.285, -0.626, 0.308, 0.303, -0.625, 0.250, 0.292, -0.562, 0.355, 0.272, -0.569, 0.361, 0.299, -0.647], "spin_multiplicity": 1, "e_above_lowest_kcal_mol": 81.30, "lumo_energy_ev": 0.33, "mol_weight_g_mol": 187.2, "smiles": "C=C/C=C/CCN.O.O.O.O.O"}

=====

Record 2
{"formula": "C6H22Cl3N3O4", "method": "ωB97M-V with the def2-TZVPD basis set", "species": ["N", "H", "H", "H", "H", "N", "H", "H", "H", "H", "N", "H", "H", "H", "H", "C", "O", "H", "H", "H", "C", "Cl", "Cl", "Cl", "H", "C", "C", "C", "O", "C", "O", "O", "H", "H", "H", "H", "H", "H"], "xyz": [[-18.5358, -1.5140, 5.5995], [-18.8638, -2.4605, 5.7284], [-17.5478, -1.4995, 5.8087], [-18.7993, -0.8820, 6.3420], [-18.6408, -1.2022, 4.6446], [-15.3542, -1.5793, 9.0899], [-15.6336, -2.1482, 8.3035], [-14.8387, -0.8044, 8.6977], [-14.6274, -2.0437, 9.6155], [-16.1404, -1.2772, 9.6472], [-17.7981, -5.0209, 6.0650], [-17.1332, -4.4449, 6.5612], [-17.4390, -5.2931, 5.1611], [-18.6599, -4.4941, 6.0688], [-17.8466, -5.7789, 6.7306], [-14.9085, -3.1589, 5.9153], [-15.9620, -2.6307, 6.6100], [-14.8623, -2.9022, 4.8569], [-13.9374, -3.0837, 6.4047], [-15.2446, -4.1928, 5.9937], [-16.2642, -1.9465, 1.5603], [-17.2827, -2.8782, 2.6367], [-15.9831, -2.8957, 0.0513], [-14.6721, -1.8747, 2.4663], [-16.6416, -0.9438, 1.3595], [-12.4781, -4.8901, 3.8042], [-11.1477, -5.6597, 4.0824], [-11.4445, -7.1241, 3.6855], [-10.4635, -7.3247, 2.7008], [-9.8087, -6.2293, 2.3846], [-9.0185, -6.2088, 1.4270], [-10.1498, -5.2198, 3.1542], [-13.3990, -5.4500, 3.9670], [-12.4794, -4.5235, 2.7777], [-12.4067, -3.9585, 4.3655], [-10.8331, -5.6077, 5.1247], [-12.4096, -7.1995, 3.1845], [-11.3996, -7.7713, 4.5614]], "mulliken_charge": [-0.223, 0.142, 0.207, 0.417, 0.373, -0.320, 0.103, 0.392, 0.391, 0.385, -0.269, 0.059, 0.366, 0.310, 0.429, -0.301, -0.882, -0.020, 0.282, 0.184, -0.064, -0.136, -0.063, -0.121, 0.375, -1.323, 0.377, -0.419, -0.269, 0.797, -0.017, -0.275, 0.357, 0.413, 0.302, 0.394, 0.313, 0.332], "spin_multiplicity": 2, "lumo_energy_ev": [-8.89, -13.40], "mol_weight_g_mol": 306.6, "charge": 3, "s2": 0.75}

=====

Record 3
{"formula": "C6H22ClMnNO6", "method": "ωB97M-V with the def2-TZVPD basis set", "species": ["Mn", "N", "H", "H", "H", "H", "Cl", "C", "C", "O", "O", "H", "H", "H", "H", "H", "H", "C", "C", "O", "O", "H", "H", "H", "H", "H", "H", "C", "C", "O", "O", "H", "H", "H", "H", "H", "H"], "xyz": [[0.1354, -2.1396, -3.2681], [-0.0977, 2.0378, -0.1296], [-0.3971, 1.1690, 0.2895], [0.2950, 2.6733, 0.5500], [-0.7795, 2.5288, -0.6901], [0.5379, 1.6881, -0.8323], [-0.8388, -1.0954, -1.1814], [1.0142, -1.2660, 2.3375], [0.3861, -0.0532, 3.0845], [-0.6401, 0.6440, 2.4239], [1.5002, -0.9528, 1.0847], [0.3386, -2.1126, 2.2152], [1.8224, -1.6897, 2.9337], [1.1255, 0.7419, 3.1805], [0.0770, -0.3678, 4.0813], [-0.9047, 1.3147, 3.0578], [0.7297, -0.9562, 0.5120], [-4.0291, 1.0009, -0.2305], [-4.1725, 2.4787, -0.6723], [-2.7972, 2.9819, -0.8364], [-3.8343, 0.1730, -1.3101], [-5.0035, 0.7109, 0.1626], [-3.4511, 0.7405, 0.6561], [-4.5872, 2.9984, 0.1914], [-4.7636, 2.6974, -1.5615], [-2.6970, 3.3597, -1.7132], [-2.9813, -0.2513, -1.1920], [3.3819, -1.9119, -2.2186], [3.8938, -2.3812, -0.7466], [4.0298, -1.3293, 0.1520], [1.9952, -1.6040, -2.3007], [3.5067, -2.7639, -2.8868], [3.9798, -1.0926, -2.6177], [4.8998, -2.7669, -0.9115], [3.1872, -3.1329, -0.3951], [3.1655, -1.2770, 0.5666], [1.9729, -0.7947, -1.7848]], "mulliken_charge": [1.209, -0.140, 0.003, 0.387, 0.264, 0.420, -0.485, -0.409, -0.617, -0.418, -0.371, 0.369, 0.403, 0.332, 0.391, 0.295, -0.009, -0.307, -0.422, -0.567, -0.436, 0.310, 0.282, 0.249, 0.381, 0.299, 0.194, -0.368, -0.457, -0.485, -0.264, 0.310, 0.328, 0.393, 0.264, 0.398, 0.273], "spin_multiplicity": 6, "lumo_energy_ev": [-9.84, -9.87], "mol_weight_g_mol": 294.6, "charge": 2, "s2": 8.75}